Record 1
Molecular formula: C4HF6NO3S
Method: DFT, ωB97M-V with the def2-TZVPD basis set

Geometry as XYZ:
```
16
C4HF6NO3S | the OMol25 dataset | ωB97M-V with the def2-TZVPD basis set
C -1.41377 -1.28166 0.74712
C -1.47034 -0.30522 -0.29785
C -2.19032 0.97254 -0.41475
C 2.59735 0.76780 0.11588
N 0.08397 -1.64414 0.60894
O -2.18924 -1.92206 1.43372
O 0.83137 -0.65837 -1.76737
O 1.22264 0.70411 0.28943
F -3.48293 0.84806 -0.64716
F -2.20688 1.60669 0.75933
F -1.53988 1.79698 -1.32952
F 3.03101 1.18788 -1.04240
F 3.03291 1.48139 1.10741
F 3.09795 -0.48755 0.36088
S 0.26958 -0.43703 -0.50304
H 0.32657 -2.62942 0.57936
```

LUMO level (hartree): -0.00554
Frontier orbital gap (eV): 10.33
E_HOMO (eV): -10.5

Atomic partial charges in e from the Mulliken method, atoms 1 to 4: 0.263 -0.234 0.953 0.852



Record 2
Molecular formula: C27H35CrN4O6P
Method: DFT, ωB97M-V with the def2-TZVPD basis set

Geometry as XYZ:
```
74
C27H35CrN4O6P | the OMol25 dataset | ωB97M-V with the def2-TZVPD basis set
O 0.23089 -0.04521 -4.16270
H -0.23391 -0.06262 -5.01144
Cr 0.84951 -0.36148 0.33225
N 0.34236 1.43533 0.90702
N 1.95863 0.65548 -0.94023
N -0.82519 -0.98960 1.15604
N 0.39384 -1.82454 -0.90690
O -0.62938 1.85198 1.66834
O -1.49366 -0.47056 2.21428
O 0.85694 -2.01352 -2.17698
O 2.38086 0.28016 -2.10884
C 2.14674 1.94490 -0.51669
C 1.32240 2.32394 0.57327
C -1.21541 -2.20345 0.74160
C -0.55292 -2.66190 -0.43686
C 1.37215 3.59446 1.33871
H 1.74706 3.38678 2.35328
H 0.37939 4.05522 1.44178
H 2.04162 4.30962 0.85633
C 3.06071 2.85982 -1.24007
H 2.73307 2.95956 -2.27965
H 4.10467 2.52113 -1.24181
H 3.02396 3.84948 -0.78200
C -2.21407 -2.98574 1.51484
C -0.90116 -3.97098 -1.05448
H -2.85332 -2.34607 2.13819
H -1.69346 -3.69888 2.17369
H -2.85032 -3.55975 0.83287
H -0.47069 -4.03602 -2.06156
H -1.99624 -4.07595 -1.10415
H -0.53149 -4.80336 -0.42982
H -1.26212 0.54990 2.11317
H 1.47444 -1.22088 -2.33895
C -0.64952 0.55988 -3.21092
H -0.05990 1.22478 -2.57633
H -1.09486 -0.21926 -2.58557
H -1.44722 1.11960 -3.72029
O -3.33474 2.02819 -0.40807
H -3.35803 1.10526 -0.73306
H -2.37653 2.14218 -0.24587
C 2.74926 2.28579 5.15654
C 3.83484 1.94233 4.34842
C 3.71908 0.91387 3.41609
C 2.50439 0.21561 3.27319
C 1.39767 0.60816 4.04948
C 1.53962 1.60037 5.01709
P 2.29771 -1.05350 1.98029
C 3.99638 -1.43688 1.50563
C 4.50819 -1.06744 0.25006
C 5.84622 -1.31435 -0.05338
C 6.67961 -1.95496 0.86540
C 6.18166 -2.29274 2.12813
C 4.84803 -2.04037 2.44656
C 1.70583 -2.61219 2.73180
C 1.79583 -3.78964 1.96200
C 1.23355 -4.98268 2.41412
C 0.55990 -5.02147 3.63797
C 0.46748 -3.85882 4.40807
C 1.05400 -2.66742 3.97411
H 2.84012 3.10083 5.87546
H 4.79014 2.45612 4.45437
H 4.59002 0.60681 2.83431
H 0.44077 0.09046 3.94492
H 0.70413 1.81767 5.68272
H 3.86167 -0.60102 -0.49162
H 6.23317 -1.01854 -1.02862
H 7.71705 -2.18035 0.60784
H 6.82426 -2.76702 2.86861
H 4.45656 -2.31021 3.42756
H 2.33117 -3.77280 1.01091
H 1.33761 -5.89221 1.81858
H 0.10159 -5.95313 3.98221
H -0.04837 -3.88659 5.37028
H 1.03735 -1.78841 4.61634
```

LUMO level (spin up / spin down) (hartree): -0.00108 / -0.02970
Frontier orbital gap (spin up / spin down) (eV): 6.67 / 6.07
Multiplicity: 5
E_HOMO (spin up / spin down) (eV): -6.7 / -6.9

Atomic partial charges in e from the Mulliken method, atoms 1 to 4: -0.494 0.307 -1.734 1.435



Record 3
Molecular formula: CH6NS
Method: DFT, ωB97M-V with the def2-TZVPD basis set

Geometry as XYZ:
```
9
CH6NS | the OMol25 dataset | ωB97M-V with the def2-TZVPD basis set
N -1.81577 0.75568 -0.19793
H -2.67478 0.31861 0.00267
H -0.99408 0.39734 -0.62640
H -2.07223 1.57544 -0.67815
C 1.52952 -0.55765 0.38597
S 1.14869 -0.48788 -1.41833
H 2.29013 0.17840 0.68970
H 0.65641 -0.48027 1.16194
H 1.93210 -1.69966 0.68053
```

LUMO level (hartree): 0.16418
Charge: -1
Frontier orbital gap (eV): 6.74
E_HOMO (eV): -2.3

Atomic partial charges in e from the Mulliken method, atoms 1 to 4: -0.573 0.134 0.210 0.165



Record 4
Molecular formula: C5H8N2
Method: DFT, ωB97M-V with the def2-TZVPD basis set

Geometry as XYZ:
```
15
C5H8N2 | the OMol25 dataset | ωB97M-V with the def2-TZVPD basis set
C -2.12685 0.34201 0.12382
C -0.95618 -0.49216 -0.35828
N 0.34231 -0.07005 0.16405
C 1.39781 -0.95666 0.19144
C 2.53508 -0.21646 0.08086
N 2.21433 1.12334 0.02260
C 0.90645 1.17469 0.06173
H -3.05758 -0.08710 -0.26192
H -2.17442 0.34592 1.21561
H -2.06686 1.37238 -0.23888
H -0.90964 -0.51151 -1.45077
H -1.06929 -1.53613 -0.05347
H 1.20140 -2.01676 0.27297
H 3.55650 -0.57357 0.01215
H 0.31611 2.08704 0.07246
```

LUMO level (hartree): 0.03302
Frontier orbital gap (eV): 9.71
SMILES string: CCn1ccnc1
E_HOMO (eV): -8.8

Atomic partial charges in e from the Mulliken method, atoms 1 to 4: -1.176 -0.289 0.129 -0.224



Record 5
Molecular formula: C3H4Cl2N4
Method: DFT, ωB97M-V with the def2-TZVPD basis set

Geometry as XYZ:
```
13
C3H4Cl2N4 | the OMol25 dataset | ωB97M-V with the def2-TZVPD basis set
C 0.75209 0.17403 -0.56676
C 1.29314 -0.70658 0.34539
C -0.65560 0.27232 -0.54849
N -1.42191 -0.61784 0.17900
N -0.85892 -1.36358 1.02048
N 0.40759 -1.33886 1.19640
N -1.36241 1.13483 -1.28467
Cl 2.97865 -1.09633 0.53839
Cl -0.28326 1.89877 1.41590
H 1.36508 0.92432 -0.98550
H 0.78827 -2.06439 1.72369
H -2.39635 1.05606 -1.31990
H -0.60636 1.72725 -1.71393
```

LUMO level (hartree): -0.01784
Frontier orbital gap (eV): 7.56
E_HOMO (eV): -8.0

Atomic partial charges in e from the Mulliken method, atoms 1 to 4: -0.204 0.186 0.519 -0.257



Record 6
Molecular formula: C4H8N3
Method: DFT, ωB97M-V with the def2-TZVPD basis set

Geometry as XYZ:
```
15
C4H8N3 | the OMol25 dataset | ωB97M-V with the def2-TZVPD basis set
C 1.44006 -0.24039 0.79092
C 0.54231 0.05907 -0.38021
C -0.34984 -1.20286 -0.65538
N -1.48904 -1.10188 0.30593
N -2.04814 -0.01830 0.42099
C -1.59716 1.09529 -0.02066
N -0.30931 1.22499 -0.24447
H 1.17887 -0.86629 1.58618
H 1.78681 0.65488 1.47121
H 2.47761 -0.63286 0.39501
H 1.15104 0.13718 -1.29416
H -0.69067 -1.17871 -1.72942
H 0.22912 -2.12788 -0.35796
H -2.35410 1.97159 -0.16153
H 0.03244 2.22615 -0.12646
```

LUMO level (spin up / spin down) (hartree): -0.23953 / -0.23951
Charge: +1
Frontier orbital gap (spin up / spin down) (eV): 8.26 / 8.26
SMILES string: C[C@H]1CN=NC=[NH+]1
E_HOMO (spin up / spin down) (eV): -14.8 / -14.8

Atomic partial charges in e from the Mulliken method, atoms 1 to 4: -1.292 0.328 -0.605 -0.255



Record 7
Molecular formula: C19H32N2O2
Method: DFT, ωB97M-V with the def2-TZVPD basis set

Geometry as XYZ:
```
55
C19H32N2O2 | the OMol25 dataset | ωB97M-V with the def2-TZVPD basis set
C 4.86002 4.02860 1.03474
N 3.87611 3.16639 0.38535
C 2.89927 2.51648 1.02518
O 2.73834 2.61549 2.23879
C 1.92590 1.63226 0.21877
C 2.51677 0.22999 -0.04475
C 1.49145 -0.83053 -0.48736
C 2.21950 -2.05394 -1.04399
C 0.62199 -1.29164 0.68472
N 1.38901 2.21469 -1.02923
C 2.05313 2.60690 -2.11966
C 1.21312 3.19753 -3.22726
O 3.26442 2.50860 -2.26276
H 5.50933 4.48595 0.28711
H 5.46294 3.43605 1.72519
H 4.34943 4.81118 1.59954
H 3.94617 3.01833 -0.61690
H 1.07701 1.49724 0.88920
H 3.00190 -0.12426 0.86638
H 3.29179 0.31688 -0.80716
H 0.85230 -0.42937 -1.27394
H 2.82554 -1.76044 -1.90169
H 2.86595 -2.48376 -0.27823
H 1.49452 -2.80092 -1.36720
H 0.04448 -0.46055 1.08565
H -0.07306 -2.06027 0.34890
H 1.24565 -1.70294 1.47853
H 0.39339 2.36168 -1.04793
H 0.60875 4.01342 -2.83481
H 1.87216 3.57684 -4.00740
H 0.57073 2.42185 -3.63909
C -2.22997 0.02271 -1.35652
C -2.74118 -1.42050 -1.41519
C -3.78572 -1.72602 -0.32379
C -4.49388 -3.04972 -0.65211
C -3.15592 -1.74267 1.06273
C -2.58671 -2.90347 1.61996
C -2.01344 -2.88067 2.89559
C -1.98831 -1.69373 3.63078
C -2.54233 -0.53130 3.09090
C -3.12646 -0.55982 1.82035
H -1.69000 0.21068 -0.42527
H -1.54668 0.20768 -2.19081
H -3.06447 0.72706 -1.42794
H -3.19505 -1.57921 -2.39901
H -1.89759 -2.11263 -1.32534
H -4.55078 -0.94228 -0.34447
H -5.17772 -3.32600 0.15671
H -3.77366 -3.86006 -0.79878
H -5.07710 -2.94549 -1.57199
H -2.57273 -3.83680 1.06845
H -1.57849 -3.78500 3.31054
H -1.53762 -1.67401 4.61871
H -2.52358 0.39308 3.66079
H -3.55860 0.35041 1.41703
```

LUMO level (hartree): 0.02134
Frontier orbital gap (eV): 9.71
SMILES string: CNC(=O)[C@H](CC(C)C)NC(C)=O.CC[C@@H](C)c1ccccc1
E_HOMO (eV): -9.1

Atomic partial charges in e from the Mulliken method, atoms 1 to 4: -0.985 -0.037 -0.184 -0.694



Repeat the first record exactly.
Molecular formula: C4HF6NO3S
Method: DFT, ωB97M-V with the def2-TZVPD basis set

Geometry as XYZ:
```
16
C4HF6NO3S | the OMol25 dataset | ωB97M-V with the def2-TZVPD basis set
C -1.41377 -1.28166 0.74712
C -1.47034 -0.30522 -0.29785
C -2.19032 0.97254 -0.41475
C 2.59735 0.76780 0.11588
N 0.08397 -1.64414 0.60894
O -2.18924 -1.92206 1.43372
O 0.83137 -0.65837 -1.76737
O 1.22264 0.70411 0.28943
F -3.48293 0.84806 -0.64716
F -2.20688 1.60669 0.75933
F -1.53988 1.79698 -1.32952
F 3.03101 1.18788 -1.04240
F 3.03291 1.48139 1.10741
F 3.09795 -0.48755 0.36088
S 0.26958 -0.43703 -0.50304
H 0.32657 -2.62942 0.57936
```

LUMO level (hartree): -0.00554
Frontier orbital gap (eV): 10.33
E_HOMO (eV): -10.5

Atomic partial charges in e from the Mulliken method, atoms 1 to 4: 0.263 -0.234 0.953 0.852